154
Properties=species:S:1:pos:R:3:mulliken_charge:R:1 method="wB97M-V/def2-TZVPD" total_charge=+2 e_homo_ev=-9.947 e_tot_ev=-74359.9683 lumo_energy_ev=-4.4
H 3.0257 0.4850 1.3101 -0.03
H 3.2611 -3.1322 1.6951 0.56
C -4.0325 -4.2719 1.2813 -0.89
H 5.1447 4.7543 -3.3722 0.40
H -2.1370 6.2810 -2.4948 0.49
H 0.1877 5.6799 -0.2748 0.54
H -0.5378 -0.3213 -7.6361 0.36
H 0.9558 0.8421 -3.9754 0.63
C -1.5204 -0.2235 -7.1745 -1.48
C -4.9695 -4.7542 -1.7728 -0.29
N 0.0446 -0.9779 -3.7149 0.98
C 1.8072 -3.2440 3.3396 0.03
H -2.1423 6.6180 0.0510 0.42
H 0.5234 -3.7247 5.6972 0.30
H 1.6278 -3.4005 1.1915 0.32
H -2.2709 -0.3305 -5.1219 0.16
F -4.7836 1.8199 -1.9959 -0.32
H -2.8671 4.0797 -1.7595 0.42
H 5.9329 1.0835 0.1400 0.46
H -2.7015 5.9615 2.4397 0.42
H -0.7199 -3.4702 -1.4544 0.00
C 2.7171 -2.5792 4.3854 -1.11
C 0.1813 0.4887 -3.2946 -1.74
C 2.4712 -2.5794 8.1738 -0.55
C 2.2355 -2.8121 1.8790 -1.20
H -1.0997 2.0367 2.3614 0.43
H 3.9569 -2.4970 6.6128 0.38
C 0.0076 0.9557 0.7418 0.14
H 7.3813 3.0308 -0.0826 0.31
H 0.2551 -3.0652 8.0938 0.29
F -5.0914 -0.0378 -1.1740 -0.28
H 0.5666 0.3902 -2.2797 0.50
F -3.8994 0.1036 -3.1063 -0.32
H -0.3220 4.0535 0.1234 -0.21
H 3.1970 -1.6276 4.1565 0.52
C -2.6519 -2.5884 5.4598 0.51
C -4.2271 -3.5407 -1.3006 0.03
C 1.2421 -3.4540 7.8431 -0.73
H -4.4586 -1.8514 4.4056 0.20
C 0.9841 -1.1963 5.4814 -0.80
H -2.0198 -1.8614 -3.3180 0.34
H -2.1066 -4.7029 2.2283 0.46
B -4.1318 0.6862 -1.8339 -0.31
C 6.0228 1.8022 -2.3453 -0.41
C -1.9443 5.6169 0.4341 -0.47
H 2.2652 -1.7433 1.6671 0.06
C -0.4179 5.5105 -3.9183 -1.08
H 0.6363 -0.6836 -5.7076 0.60
O 0.5416 -0.2306 0.5819 -0.24
C 6.6193 3.5891 -0.6264 -0.92
C 4.8728 3.7109 -3.2126 -0.60
H -3.1517 -3.7177 -1.3127 -0.31
H 6.1153 4.3352 -0.0121 0.37
C 0.6388 4.5356 -3.7447 -0.43
H -4.7799 -5.6147 -1.1312 0.19
H -4.5411 -2.6725 -1.8800 0.45
H -3.5984 -5.6700 -3.1043 0.37
H -4.3465 -4.3130 -3.7325 0.31
H -5.2609 -5.8687 -3.7131 0.36
H -3.4508 -1.3265 0.0173 -0.34
H 1.7094 -2.2665 -4.2903 0.36
H -6.2824 -1.8158 0.0320 0.25
H 5.0253 2.7956 1.7704 0.42
H 4.0305 0.9869 2.7674 0.51
H 1.0825 -1.8125 -1.3658 -0.28
H -2.0210 -1.1195 -7.5416 0.38
H 1.3074 -4.4560 8.2672 0.42
C -3.5436 -1.4415 4.8333 -0.51
C -4.5856 -5.2120 -3.1645 -1.41
H -6.0384 -4.5435 -1.7402 0.31
H 6.9109 1.2570 -2.0258 0.53
H -0.9801 6.2498 2.4092 0.36
N 2.0013 -2.3091 5.7471 0.32
H -2.0849 1.5648 1.0263 -0.03
H -6.1646 -2.9197 1.4225 0.41
H 4.2423 4.3536 -1.1938 0.43
H 3.2558 -3.1449 8.6765 0.32
H -1.6298 2.7802 -1.3189 0.18
H 3.7864 3.0856 0.5832 0.17
H 2.1342 -0.9994 -3.3010 0.32
N -4.5216 -3.1874 0.2102 0.63
H 0.5532 3.0307 -2.0679 -0.33
H 5.2773 1.0539 -2.6143 0.27
H -2.0745 -4.5081 0.5243 0.31
H -4.0365 -0.8145 5.5764 0.42
H -0.6113 -1.9652 -5.6239 0.35
H -2.8878 5.1174 0.2144 0.34
H 6.0603 2.2142 -4.5138 0.45
C 0.4780 4.1003 -2.2638 0.31
H -4.4781 -3.8393 2.1771 0.43
H -2.0439 3.2611 -3.0165 0.37
H 4.0084 3.4431 -3.8203 0.28
H 7.0958 4.0868 -1.4710 0.41
H 1.6510 4.9125 -3.8911 0.38
C 1.3580 -1.7592 -3.3918 -0.98
H 0.5654 3.6478 -4.3728 0.13
C 4.4124 3.4471 -1.7746 -0.47
C 1.0325 -2.5652 -2.1526 0.16
C -1.3690 -0.0905 -5.6848 0.45
O -1.9373 -3.3160 4.6807 -0.60
H 3.1175 -0.9236 6.8873 0.33
H 1.8920 -4.3300 3.3022 0.47
C -0.3772 -2.9303 -2.3371 -0.39
H 0.7206 -3.2627 3.4228 0.04
O -2.5270 -2.7052 6.6914 -0.76
H 0.3983 -1.4502 4.5980 0.20
C -1.7693 5.6322 1.9806 -1.24
H -3.0009 -0.7735 4.1645 -0.12
C -2.3050 -2.6394 1.3469 1.25
C -1.2232 1.2514 1.6157 -0.49
C 3.0150 -2.0085 6.8623 -0.58
H 1.7418 -3.3366 -1.8525 0.64
H -2.0250 0.6509 -7.5854 0.39
H -0.5291 6.7875 -2.1754 0.42
H -1.1593 0.9453 -5.4179 0.01
H 2.1862 -1.8766 8.9568 0.34
C -0.2805 -1.0098 -5.2165 -1.11
C -1.9185 3.5927 -1.9857 -1.03
H -4.4727 -5.2442 1.0602 0.58
H 2.1985 -4.4287 6.1406 0.42
C -3.6295 -2.0552 0.8080 -0.42
H -1.2268 -1.0571 -1.9638 -0.56
H 2.6493 1.7939 2.3939 0.37
H -1.2304 5.2107 -4.5801 0.35
C 1.4277 -3.6755 6.3037 -0.45
H 1.2302 4.5571 -1.6206 0.42
H 3.4661 2.9061 -1.7829 0.15
H -0.3008 -3.6563 -3.1466 0.36
H -6.7724 -3.5340 -0.0333 0.40
C -1.1024 5.9442 -2.5603 -0.80
C 4.3453 2.2938 1.0820 0.03
C -2.5630 -4.1289 1.4219 -0.85
H -1.4244 -2.4100 0.7470 -0.43
H -0.8131 0.9341 -3.3231 0.24
F -2.9294 0.7265 -1.1699 0.29
C -0.6680 5.0048 -0.2809 -0.20
C 3.4739 1.2968 1.8830 -1.20
H -0.1049 6.3876 -4.4847 0.54
O 0.6495 1.9290 0.3171 -0.68
N 5.5567 2.6438 -1.1735 0.26
H 4.3583 1.0032 -0.7681 0.22
H 7.0721 3.2111 -3.5729 0.28
H 3.5249 -3.2944 4.5404 0.45
H -1.5678 4.6218 2.3365 0.19
H 1.4979 -0.2518 5.3020 0.23
C 6.1045 2.7100 -3.5441 -0.92
C 5.0209 1.6065 -0.1476 -0.82
H -4.1257 -1.4591 1.5739 0.32
C -1.0579 -1.6904 -2.8348 0.23
N -0.8726 4.6581 -1.7403 0.54
H -2.2022 -2.1382 2.3094 -0.16
H 0.2569 -1.2149 6.2931 0.44
H -1.6179 0.3482 2.0811 -0.20
C -6.0314 -2.8295 0.3444 -1.00